Here is a cluster of 13 separate species, C32H95N9O18 in total from the Open Molecules 2025 dataset. Energies are from the ωB97M-V functional and the def2-TZVPD basis.

CARTESIAN COORDINATES (ANGSTROEM)
1 C 4.9450 9.3897 3.9399
2 O 4.3342 10.4307 4.1568
3 N 4.4834 8.3928 3.1292
4 N 6.1585 9.0946 4.5209
5 H 4.9480 7.5085 3.0983
6 H 3.5635 8.5269 2.7469
7 H 6.6744 9.8962 4.8378
8 H 6.4994 8.2100 4.2039
9 C 4.6586 3.5110 4.7518
10 O 5.2395 4.3512 4.0493
11 N 3.3017 3.4015 4.8183
12 N 5.3120 2.7745 5.6834
13 H 2.6303 3.9564 4.3241
14 H 2.9106 2.7351 5.4646
15 H 6.2746 3.0741 5.7933
16 H 4.7882 2.4219 6.4650
17 C 5.4428 8.8735 11.5385
18 O 5.0486 9.0480 10.1636
19 C 4.2361 10.2058 10.0618
20 C 3.8057 10.4694 8.6200
21 N 2.7811 9.5496 8.1133
22 C 2.5260 9.9618 6.7293
23 C 1.3127 9.3853 6.0525
24 O 1.4067 8.0967 5.4667
25 C 1.5997 7.0418 6.3964
26 H 6.0267 7.9596 11.4936
27 H 4.5222 8.8776 12.1247
28 H 6.0407 9.7172 11.8948
29 H 4.8593 11.0635 10.3450
30 H 3.3658 10.1835 10.7263
31 H 4.7369 10.2313 8.0797
32 H 3.5837 11.5167 8.4385
33 H 3.1571 8.6108 8.1136
34 H 3.4047 9.7843 6.0990
35 H 2.3817 11.0427 6.6642
36 H 0.8918 9.9895 5.2435
37 H 0.4676 9.4368 6.7598
38 H 2.6477 7.1137 6.7053
39 H 1.3912 6.1441 5.8094
40 H 0.9359 6.9632 7.2633
41 C 6.2730 1.3813 12.3713
42 O 5.4736 0.8134 13.4067
43 C 4.1763 1.3994 13.4674
44 C 3.6128 1.3515 14.8734
45 N 3.3562 -0.0746 15.1054
46 C 2.7521 -0.3429 16.4225
47 C 2.0509 -1.6897 16.4761
48 O 0.7609 -1.5983 15.9113
49 C 0.1104 -2.8481 15.9430
50 H 7.2539 0.9926 12.6302
51 H 6.3392 2.4567 12.6146
52 H 5.7942 1.4723 11.3931
53 H 3.5795 0.8661 12.7212
54 H 4.2012 2.4340 13.0952
55 H 2.6890 1.9318 14.9437
56 H 4.2856 1.8496 15.5838
57 H 4.2953 -0.4690 15.1377
58 H 1.9531 0.4068 16.4331
59 H 3.3823 -0.2171 17.3079
60 H 1.9877 -1.9463 17.5407
61 H 2.6736 -2.4310 15.9641
62 H -0.8859 -2.7663 15.5187
63 H 0.1023 -3.2540 16.9618
64 H 0.5918 -3.6828 15.4153
65 C 3.6379 0.8736 7.6243
66 O 2.7183 1.9095 7.3202
67 C 1.4323 1.5694 7.8259
68 C 0.5222 2.7741 8.1467
69 N 0.3299 3.7098 7.0558
70 C -0.6478 3.2168 6.0805
71 C -0.8055 4.1086 4.8623
72 O 0.4393 4.2474 4.2547
73 C 0.4594 4.9116 3.0136
74 H 3.3187 -0.0833 7.1998
75 H 3.8104 0.8007 8.6994
76 H 4.5945 1.0473 7.1295
77 H 1.4848 1.0516 8.7952
78 H 1.0486 0.7468 7.2090
79 H 1.1487 3.3137 8.8624
80 H -0.4211 2.4744 8.5933
81 H 1.1642 3.9888 6.5589
82 H -1.6318 3.0203 6.5092
83 H -0.2699 2.2392 5.7435
84 H -1.2301 5.0501 5.2411
85 H -1.6194 3.7363 4.2297
86 H 1.5012 5.0815 2.7393
87 H 0.0307 5.9200 3.0252
88 H -0.0515 4.3646 2.2173
89 C 7.6833 0.4538 8.3420
90 O 8.7305 1.3185 7.8662
91 C 8.8282 1.4075 6.4368
92 C 9.3306 2.7736 6.0645
93 N 8.3641 3.8436 6.2637
94 C 8.5817 5.0269 5.4727
95 C 7.6751 6.0843 6.0492
96 O 8.0864 6.3853 7.3855
97 C 7.0473 6.9730 8.1309
98 H 7.7579 -0.5922 8.0556
99 H 6.8084 0.9953 7.9707
100 H 7.6448 0.6030 9.4202
101 H 7.9397 1.0991 5.8759
102 H 9.5536 0.6215 6.1935
103 H 9.4859 2.7023 4.9826
104 H 10.2764 3.0102 6.5635
105 H 8.4114 4.2133 7.2074
106 H 8.3321 4.9393 4.4125
107 H 9.6348 5.3387 5.5403
108 H 6.6598 5.6745 6.0843
109 H 7.7787 7.0354 5.5228
110 H 6.2202 6.2555 8.1788
111 H 6.6539 7.9189 7.7407
112 H 7.4348 7.2168 9.1198
113 C 9.5886 4.1968 9.5280
114 O 10.7469 3.9432 10.3141
115 C 11.6717 3.1186 9.6562
116 C 12.6757 3.9388 8.7937
117 N 13.7106 4.7406 9.4369
118 C 14.6478 4.0138 10.2690
119 C 15.4080 5.0424 11.1179
120 O 15.9449 4.3491 12.2406
121 C 16.6439 5.2388 13.1062
122 H 8.9440 3.3153 9.5076
123 H 9.8726 4.4422 8.5030
124 H 9.0411 5.0381 9.9455
125 H 11.2282 2.3245 9.0492
126 H 12.3123 2.5843 10.3653
127 H 12.0106 4.6847 8.3420
128 H 13.0034 3.3138 7.9607
129 H 13.2060 5.4059 10.0115
130 H 15.4286 3.4869 9.7163
131 H 14.2946 3.2876 11.0110
132 H 14.8972 5.9576 11.4498
133 H 16.2080 5.5288 10.5397
134 H 16.0193 5.3629 13.9971
135 H 16.8097 6.2544 12.7437
136 H 17.5835 4.7856 13.4175
137 O 7.0551 -0.8517 4.1382
138 H 7.9506 -0.4995 4.0528
139 H 7.0674 -1.6655 3.6240
140 O 5.8354 -1.6286 6.5308
141 H 5.2128 -1.8832 5.8447
142 H 6.5489 -1.1782 6.0560
143 O 7.8919 5.3038 1.8773
144 H 6.9351 5.4184 1.9357
145 H 8.0213 4.6922 1.1434
146 O 7.4240 1.9194 2.9485
147 H 7.5036 2.7940 3.3520
148 H 6.5997 1.5619 3.3020
149 O 9.0184 7.4502 3.1793
150 H 8.8952 6.6642 2.6088
151 H 8.6479 8.1825 2.6761
152 O 10.0036 -1.4227 4.3482
153 H 10.5765 -0.7804 3.9133
154 H 10.5830 -2.1627 4.5575

Atoms 1-2, force components in eV/Å:
-0.137 0.588 0.501
0.367 -0.408 -0.474

Results
Maximum force = 0.055 Eh/bohr
LUMO = 0.180 eV
Charge = 0
Electronic energy = -84984.468 eV
Relative energy (zero: lowest compared OMol25 entry of this formula, charge and spin) = 0.0 kJ/mol
Orbital gap = 8.67 eV